The following is a quantum chemistry calculation of a 2-piece molecular cluster, C2F2IO2 overall at a distorted geometry, from OMol25.

Computed properties:
charge	-1
ΔE to the lowest compared entry with this formula, charge and spin	17.5	kcal per mole
Kohn-Sham gap	0.253	hartree
multiplicity	1
total energy	-724.156612	a.u.
highest occupied orbital energy	-3.5	eV

Positions of all 7 atoms, in Å:
F 1.439 1.836 -0.678
F -0.351 1.264 0.460
C 0.864 0.678 0.095
I 2.033 0.523 2.153
O -1.830 -0.563 -1.218
O -0.828 -2.303 -0.168
C -1.325 -1.436 -0.644

What are the natural (NBO) partial charges on each atom? They are as follows, in elementary charge units:
1. F -0.484
2. F -0.436
3. C 0.323
4. I -0.397
5. O -0.541
6. O -0.498
7. C 1.033

***

The following is a quantum chemistry calculation of a 2-piece molecular cluster, C3H9NO2 overall at a distorted geometry, from OMol25.

Computed properties:
ΔE to the lowest compared entry with this formula, charge and spin	19.5	kcal per mole
Kohn-Sham gap	0.369	hartree
multiplicity	1
total energy	-324.941572	a.u.
highest occupied orbital energy	-9.5	eV
SMILES string	CC(N)=O.CO

Positions of all 15 atoms, in Å:
N 0.827 -1.109 -0.988
O 0.480 -3.104 -0.071
C 0.014 -2.025 -0.423
H 1.814 -1.281 -1.032
O -0.170 1.858 0.065
C -1.422 -1.656 -0.249
H -1.526 -0.677 0.226
H 1.069 3.375 0.707
H 0.562 -0.183 -1.294
H 1.750 1.779 0.811
C 0.839 2.341 0.980
H 0.478 2.196 2.000
H -1.900 -1.598 -1.226
H -1.918 -2.401 0.360
H -0.897 2.485 0.135

Here are the natural (NBO) charges for atoms 1 to 8, given in e:
1. N -0.825
2. O -0.628
3. C 0.665
4. H 0.397
5. O -0.741
6. C -0.715
7. H 0.233
8. H 0.170

***

The following is a quantum chemistry calculation of one molecule with the formula C2H3BrN2S at a distorted geometry, from OMol25.

Computed properties:
ΔE to the lowest compared entry with this formula, charge and spin	93.9	kcal per mole
Kohn-Sham gap (spin up / spin down)	0.307 / 0.307	hartree
multiplicity	1
total energy	-3159.556628	a.u.
highest occupied orbital energy (spin up / spin down)	-9.1 / -9.1	eV

Positions of all 9 atoms, in Å:
H 1.963 0.201 -0.363
N -1.245 0.503 1.276
N 0.805 0.759 1.210
H 0.350 0.195 -2.037
S -1.484 0.716 -0.331
C 1.037 0.288 0.056
H -0.221 -1.330 -0.903
C 0.025 -0.147 -0.969
Br -1.231 -1.184 2.061

Here are the natural (NBO) charges for atoms 1 to 8, given in e:
1. H 0.223
2. N -0.643
3. N -0.161
4. H 0.264
5. S 0.523
6. C -0.019
7. H 0.273
8. C -0.645

***

The following is a quantum chemistry calculation of C5H15NO2 as an isolated structure at a distorted geometry, from OMol25.

Computed properties:
ΔE to the lowest compared entry with this formula, charge and spin	187.7	kcal per mole
Kohn-Sham gap	0.178	hartree
multiplicity	1
total energy	-404.455906	a.u.
highest occupied orbital energy	-8.5	eV

Positions of all 23 atoms, in Å:
C -0.735 0.694 0.699
H -0.461 0.581 2.749
C 0.463 0.752 -0.260
H -1.066 0.095 -1.605
O -2.946 -0.426 -0.703
H -1.614 1.182 0.244
H -1.123 2.255 2.171
H 3.359 -1.992 -1.714
H 0.823 1.725 0.108
H 2.107 -1.997 0.514
H 0.513 -1.891 -0.223
C 1.248 -1.309 0.375
H 3.881 -1.954 -2.231
C -0.103 0.648 -1.754
N 1.621 -0.034 -0.031
H 0.579 1.788 2.185
H 0.634 0.337 -2.498
C -0.442 1.414 2.034
O -1.263 -0.582 1.001
H -0.490 1.642 -1.985
H -3.602 -1.121 -0.742
H -2.141 -0.534 0.286
H 0.758 -1.271 1.380

Here are the natural (NBO) charges for atoms 1 to 8, given in e:
1. C 0.066
2. H 0.237
3. C -0.165
4. H 0.308
5. O -1.158
6. H 0.252
7. H 0.232
8. H -0.019

***

The following is a quantum chemistry calculation of a 4-piece molecular cluster, C16H16Cl4F2O overall at a distorted geometry, from OMol25.

Computed properties:
ΔE to the lowest compared entry with this formula, charge and spin	16.2	kcal per mole
Kohn-Sham gap	0.346	hartree
multiplicity	1
total energy	-2734.976931	a.u.
highest occupied orbital energy	-9.0	eV
SMILES string	ClC(Cl)(Cl)Cl.Fc1ccccc1.Fc1ccccc1.CC(C)=O

Positions of all 39 atoms, in Å:
H -5.137 -1.134 -4.167
C -0.675 3.655 -0.431
Cl -2.421 3.756 -0.075
Cl 0.078 5.242 -0.232
H 2.095 -2.175 0.751
C 3.027 -0.898 4.714
C -1.367 -0.101 -3.955
H 3.458 -1.816 5.098
H 0.025 -1.595 1.339
C 1.207 0.137 3.531
C 3.597 0.340 4.991
H 2.491 -2.746 -0.931
C 2.107 -1.940 -0.311
H -4.142 -0.252 -1.963
Cl 0.041 2.517 0.715
H 3.144 2.462 5.021
C 2.870 1.470 4.676
C -4.094 -0.874 -4.029
H 2.716 -1.050 -0.470
H -1.409 -0.659 -6.043
H -0.599 -0.326 0.254
C 1.732 1.378 3.899
C -3.544 -0.401 -2.850
F 1.010 2.467 3.574
C -0.343 -1.391 0.339
H 0.398 0.136 2.815
F -1.763 0.513 -1.705
O 0.372 -1.559 -1.902
Cl -0.409 3.155 -2.106
C 0.682 -1.649 -0.745
C -1.974 -0.543 -5.127
C -2.222 0.011 -2.876
H -0.350 0.251 -3.893
C -3.333 -0.853 -5.189
H 1.379 -1.938 3.713
H 4.530 0.286 5.535
H -3.715 -1.074 -6.176
C 1.893 -1.011 3.941
H -1.357 -1.792 0.274

Here are the natural (NBO) charges for atoms 1 to 8, given in e:
1. H 0.216
2. C -0.217
3. Cl 0.045
4. Cl 0.053
5. H 0.214
6. C -0.226
7. C -0.272
8. H 0.216

***

The following is a quantum chemistry calculation of one molecule with the formula C17H14N4OS3 at a distorted geometry, from OMol25.

Computed properties:
ΔE to the lowest compared entry with this formula, charge and spin	0.0	kcal per mole
Kohn-Sham gap	0.300	hartree
multiplicity	1
total energy	-2145.033972	a.u.
highest occupied orbital energy	-7.8	eV
SMILES string	Cc1ccc(Nc2nc(CSc3nnc(-c4cccs4)o3)cs2)cc1

Positions of all 39 atoms, in Å:
H 1.456 3.624 4.376
N 0.136 -2.381 -3.554
H -1.909 -3.721 -0.161
C 1.057 -0.910 -2.316
C -0.822 3.474 1.900
N -1.596 -0.489 0.586
C -2.082 -1.536 -0.140
C -2.957 -1.231 -1.305
H -1.430 4.114 1.277
H 0.432 -0.621 3.081
C -1.673 -2.766 0.261
N -0.155 -0.120 2.430
C 0.073 5.535 3.015
C 0.792 3.204 3.634
C 3.347 -0.051 -1.755
C 3.036 1.540 -0.117
C -0.779 -1.800 -2.840
C 3.945 0.879 -0.887
C -0.816 -0.879 1.533
C 0.725 1.833 3.485
S 1.425 1.048 -0.430
H -3.989 -1.537 -1.134
C 0.021 4.048 2.846
H -1.555 1.670 1.003
H -0.838 5.890 3.496
C -0.124 1.270 2.536
H 3.214 2.294 0.624
H 1.334 1.192 4.108
C -0.902 2.105 1.740
H -2.919 -0.163 -1.517
S -0.612 -2.643 1.619
S -2.466 -2.155 -2.818
H 0.153 6.030 2.049
H 5.005 1.051 -0.835
O -0.272 -0.843 -2.033
H 0.920 5.829 3.631
N 1.305 -1.812 -3.220
C 1.983 -0.078 -1.625
H 3.873 -0.682 -2.447

Here are the natural (NBO) charges for atoms 1 to 8, given in e:
1. H 0.211
2. N -0.300
3. H 0.251
4. C 0.419
5. C -0.181
6. N -0.530
7. C 0.125
8. C -0.533

***

Look up the total energy of the sixth one. -2145.033972 a.u.